The following is a quantum chemistry calculation of C17H26N2O2S2 as an isolated structure, from the Open Molecules 2025 dataset.

Properties
HOMO level (Eh): -0.319
Max |F| (eV Å⁻¹): 1.0
E (hartree): -1719.621445

CARTESIAN COORDINATES (ANGSTROEM)
H -0.493 3.189 -0.638
H -1.575 -2.655 -3.750
H 1.317 -1.611 1.833
C -2.794 0.414 1.973
H 4.455 -0.644 -0.165
C -0.605 -0.603 1.813
H -3.152 -1.932 -3.785
H 4.281 0.658 -1.398
O -0.189 -2.835 2.354
C -1.770 -0.967 -2.398
H 0.369 2.505 -2.063
S -2.060 -1.038 4.175
H 1.478 -1.042 0.225
C 0.413 -1.540 2.409
H 0.705 -0.528 -1.210
O 0.777 -3.691 2.971
C 0.940 -0.210 -0.202
C -0.376 0.011 0.513
C -1.148 0.415 -2.630
H -1.137 3.347 -2.252
C -2.094 -1.703 -3.716
C -0.589 2.680 -1.590
N -3.628 1.659 0.262
H -0.088 0.351 -2.860
H 5.278 0.872 0.013
C 4.351 0.423 -0.342
H 2.186 0.670 2.316
H -2.437 1.701 -1.592
C 3.201 1.032 0.464
H 3.952 0.825 2.466
H 3.469 2.079 0.609
H 0.613 -1.304 3.451
H -1.671 0.840 -3.483
H -1.101 -1.564 -1.788
C -2.570 0.942 0.677
S -4.722 1.635 1.406
H 2.088 1.178 -1.355
H -2.506 -2.248 3.824
H -2.704 -0.847 -1.857
H -1.831 -1.102 -4.580
N -3.966 0.723 2.513
H 0.323 -4.540 2.950
H 3.250 -0.650 1.807
H 1.305 1.888 0.073
C -1.764 -0.394 2.531
C 1.868 1.046 -0.303
C -1.412 1.385 -1.459
C 3.142 0.427 1.866
C -1.377 0.749 -0.077

Now the natural (NBO) charges, all in e:
1. H 0.213
2. H 0.208
3. H 0.189
4. C 0.146
5. H 0.201
6. C 0.069
7. H 0.209
8. H 0.206
9. O -0.294
10. C -0.403
11. H 0.205
12. S 0.005
13. H 0.213
14. C -0.131
15. H 0.224
16. O -0.464
17. C -0.446
18. C -0.011
19. C -0.382
20. H 0.212
21. C -0.609
22. C -0.597
23. N -0.644
24. H 0.193
25. H 0.209
26. C -0.607
27. H 0.205
28. H 0.240
29. C -0.211
30. H 0.217
31. H 0.196
32. H 0.210
33. H 0.206
34. H 0.200
35. C 0.073
36. S 0.972
37. H 0.204
38. H 0.141
39. H 0.202
40. H 0.202
41. N -0.611
42. H 0.468
43. H 0.198
44. H 0.211
45. C -0.205
46. C -0.385
47. C -0.260
48. C -0.606
49. C 0.024


The following is a quantum chemistry calculation of one molecule with the formula C17H26N2O4, from the Open Molecules 2025 dataset.

Properties
HOMO level (Eh): -0.285
SMILES string: CCOC(=O)C1CCN(c2c(NCCC(C)C)c(=O)c2=O)CC1
Max |F| (eV Å⁻¹): 0.8
Energy relative to the best compared isomer or geometry (same formula, charge and spin) (kcal per mole): 54.9
E (hartree): -1073.853700

CARTESIAN COORDINATES (ANGSTROEM)
H 2.418 0.105 -1.810
H 0.043 1.157 -1.711
C -3.751 -2.062 3.956
C -3.339 -3.529 3.856
H -3.762 -1.784 5.017
H 3.819 1.188 -1.810
H 3.807 1.333 -6.922
C 2.804 1.055 -1.435
H -2.225 -2.419 1.613
H 4.618 1.149 -5.359
C 1.712 -1.608 1.094
H 3.245 1.947 0.488
H -0.380 1.864 0.645
C 0.607 1.987 0.202
C 0.372 -2.249 1.372
H -1.735 0.460 1.216
C 1.906 2.201 -1.926
H 3.731 3.481 -5.650
C 3.071 2.649 -5.397
H -3.472 -1.205 1.237
C 1.848 2.143 -3.443
H -3.452 -3.898 2.840
C -0.237 -0.922 1.183
C -2.731 -1.137 3.278
C 3.661 1.321 -5.846
O 2.875 -1.944 1.062
H -5.230 -2.206 2.376
H 1.043 2.915 0.590
O 0.956 1.646 -4.078
N -1.522 -0.528 1.222
N 1.465 0.896 0.604
C 2.816 1.020 0.095
H -1.762 -1.270 3.766
C 0.509 2.065 -1.323
H 3.406 0.175 0.449
C -2.542 -1.391 1.779
H -5.876 -2.428 3.997
H 2.359 3.155 -1.638
O -0.053 -3.355 1.621
H -0.112 2.914 -1.614
C -5.161 -1.861 3.405
H 2.984 0.509 -5.592
C 1.000 -0.335 0.888
O 2.935 2.703 -3.974
H -3.041 -0.098 3.428
H -5.446 -0.812 3.441
H -3.963 -4.137 4.507
H 2.086 2.801 -5.851
H -2.302 -3.660 4.153

Now the natural (NBO) charges, all in e:
1. H 0.215
2. H 0.226
3. C -0.210
4. C -0.610
5. H 0.199
6. H 0.227
7. H 0.219
8. C -0.402
9. H 0.240
10. H 0.211
11. C 0.432
12. H 0.190
13. H 0.193
14. C -0.197
15. C 0.420
16. H 0.386
17. C -0.322
18. H 0.190
19. C -0.076
20. H 0.196
21. C 0.812
22. H 0.203
23. C 0.111
24. C -0.400
25. C -0.635
26. O -0.572
27. H 0.199
28. H 0.198
29. O -0.603
30. N -0.573
31. N -0.399
32. C -0.223
33. H 0.208
34. C -0.411
35. H 0.257
36. C -0.231
37. H 0.213
38. H 0.222
39. O -0.569
40. H 0.220
41. C -0.608
42. H 0.223
43. C 0.117
44. O -0.509
45. H 0.192
46. H 0.203
47. H 0.209
48. H 0.199
49. H 0.218


The following is a quantum chemistry calculation of a 2-piece molecular cluster, C17H26N2O6 overall at a distorted geometry, from the Open Molecules 2025 dataset.

Properties
HOMO level (Eh): -0.343
SMILES string: CNC(=O)[C@H](Cc1ccccc1)NC(C)=O.CC(C)(O)[C@H](O)C(=O)O
Max |F| (eV Å⁻¹): 2.3
Energy relative to the best compared isomer or geometry (same formula, charge and spin) (kcal per mole): 0.0
E (hartree): -1224.382036

CARTESIAN COORDINATES (ANGSTROEM)
H 1.431 -7.398 -1.590
C -0.399 -0.657 -0.456
H -2.014 -5.172 0.548
O -2.119 3.848 1.589
H 1.879 1.881 -0.337
N -1.937 -3.546 -1.653
H 1.855 -4.585 -0.847
H -1.441 -0.833 -0.683
C -2.737 -5.424 -0.222
H 3.353 -0.004 0.349
O -1.690 6.431 2.134
H 2.519 6.194 0.356
H 1.145 6.612 -0.687
C 2.311 -0.187 0.125
C 1.790 -1.490 0.215
H -1.022 -3.105 0.616
C 1.479 0.879 -0.260
C 0.125 0.642 -0.553
H -3.688 -5.672 0.247
H -0.509 1.461 -0.863
H -2.238 5.698 2.487
H 0.579 -3.779 0.493
C -0.918 5.931 1.011
O -0.491 -5.879 -2.444
C 2.112 -6.545 -1.639
H 2.435 -2.304 0.510
C -2.957 -4.253 -1.163
O -4.099 -3.929 -1.452
C -0.134 -3.132 -0.016
O 0.768 7.379 1.856
H -1.140 6.550 0.136
C -1.338 4.486 0.680
H -2.223 -2.832 -2.304
H 2.548 -6.508 -2.639
C 1.486 5.936 0.103
H -2.391 -6.281 -0.794
C 0.432 -1.728 -0.074
H 1.477 4.916 -0.289
H 1.011 4.047 2.054
H -0.004 -3.020 -2.133
C 0.590 6.064 1.340
H 2.070 5.297 2.727
O -0.970 3.970 -0.360
C -0.487 -3.686 -1.417
N 1.382 -5.305 -1.369
C 1.043 5.077 2.423
H -2.281 2.969 1.208
H -0.019 7.588 2.397
H 2.904 -6.684 -0.902
C 0.122 -5.067 -1.762
H 0.400 5.152 3.306

Now the natural (NBO) charges, all in e:
1. H 0.228
2. C -0.265
3. H 0.207
4. O -0.694
5. H 0.218
6. N -0.609
7. H 0.391
8. H 0.217
9. C -0.720
10. H 0.214
11. O -0.739
12. H 0.225
13. H 0.217
14. C -0.186
15. C -0.264
16. H 0.234
17. C -0.229
18. C -0.192
19. H 0.244
20. H 0.230
21. H 0.498
22. H 0.207
23. C -0.026
24. O -0.624
25. C -0.412
26. H 0.203
27. C 0.684
28. O -0.632
29. C -0.459
30. O -0.725
31. H 0.217
32. C 0.776
33. H 0.412
34. H 0.202
35. C -0.622
36. H 0.256
37. C 0.080
38. H 0.221
39. H 0.204
40. H 0.239
41. C 0.241
42. H 0.229
43. O -0.595
44. C -0.132
45. N -0.610
46. C -0.641
47. H 0.512
48. H 0.489
49. H 0.205
50. C 0.660
51. H 0.217


The following is a quantum chemistry calculation of C17H26N3 as an isolated structure at a distorted geometry, from the Open Molecules 2025 dataset.

Properties
HOMO level (Eh): -0.429
Max |F| (eV Å⁻¹): 15.5
Energy relative to the best compared isomer or geometry (same formula, charge and spin) (kcal per mole): 407.2
Total charge: +1
E (hartree): -826.781733

CARTESIAN COORDINATES (ANGSTROEM)
N -2.028 -1.454 1.346
C -1.016 0.228 0.080
C -2.062 -3.011 2.960
C -2.550 -1.464 2.649
C -0.949 1.787 -0.457
H -4.339 2.043 -0.634
H 1.837 -0.386 1.214
C -2.191 2.229 -0.778
H 3.071 1.867 -5.849
H 3.623 3.014 -2.201
H 4.901 1.184 -1.343
C -0.374 -3.043 2.979
H -2.319 -2.038 0.745
H 1.710 -1.413 -0.867
H 1.534 1.064 0.545
C 3.033 1.812 -2.174
H -0.187 2.068 -0.823
C 1.380 -0.085 0.371
H -4.388 0.197 0.605
C 3.252 1.353 -3.600
H 3.678 1.829 -0.038
H -2.531 -3.572 2.366
C 3.195 -0.324 -1.231
C -3.306 1.792 -0.381
C 1.867 -0.453 -0.902
H 3.803 -0.943 -1.862
H -2.225 -0.838 3.188
N 0.328 -2.132 2.217
H 3.033 3.281 -4.637
H 2.988 0.491 -3.855
H -0.052 -3.993 2.940
C -0.542 -1.288 1.409
H 1.625 2.508 -4.716
C -2.216 0.006 0.664
H -2.441 3.279 -1.486
C -3.505 0.468 0.188
H 4.643 1.516 -3.738
H -3.589 -1.655 2.632
H 1.932 2.095 -1.993
H 1.287 -0.070 -1.735
H -0.278 -2.652 3.938
H 3.869 -0.901 -0.346
H -2.350 -3.047 4.079
N 0.002 -0.332 0.563
C 2.752 2.350 -4.677
C 3.712 1.137 -1.175

Now the natural (NBO) charges, all in e:
1. N -0.364
2. C 0.189
3. C -0.384
4. C -0.177
5. C -0.120
6. H 0.239
7. H 0.251
8. C -0.198
9. H 0.202
10. H 0.202
11. H 0.240
12. C -0.242
13. H 0.417
14. H 0.221
15. H 0.208
16. C -0.439
17. H 0.168
18. C -0.196
19. H 0.226
20. C -0.328
21. H 0.205
22. H 0.173
23. C -0.436
24. C -0.224
25. C -0.425
26. H 0.273
27. H 0.190
28. N -0.355
29. H 0.195
30. H 0.169
31. H 0.221
32. C 0.520
33. H 0.194
34. C 0.048
35. H 0.247
36. C -0.173
37. H 0.164
38. H 0.229
39. H 0.197
40. H 0.204
41. H 0.212
42. H 0.196
43. H 0.234
44. N -0.390
45. C -0.573
46. C -0.413